This record from the OMol25 dataset describes C34H56MnN3OP2S as an isolated structure at a distorted geometry. The level of theory is the ωB97M-V functional and the def2-TZVPD basis.

Geometry as ORCA input:
```
! RIJCOSX wB97M-V def2-TZVPD def2/J DEFGRID3
* xyz 3 4
Mn 0.16 0.15 0.02
S 0.51 2.21 0.81
P -0.18 0.64 -2.31
P 0.01 -1.35 1.98
O -2.81 0.13 0.22
N 2.00 -0.56 0.07
N -0.65 4.59 0.63
N -0.36 -1.87 -1.04
C -0.93 -2.00 -2.24
C -0.10 3.38 -2.67
C 3.85 -2.71 -1.28
C -1.62 0.19 0.18
C -3.08 3.90 1.68
C 1.20 -1.08 3.46
C -1.04 -3.51 3.51
C 3.58 -2.54 0.21
C 1.84 -1.04 -3.35
C 0.45 -0.89 4.78
C -1.23 -0.71 -2.99
C -1.53 2.13 -4.37
C 0.18 -2.91 -0.38
C 0.95 -2.57 0.87
C 2.01 0.21 3.21
C 1.46 0.45 -3.27
C 2.23 -1.76 0.36
C -2.05 2.97 1.68
C 2.54 1.20 -2.47
C -2.31 2.41 -2.03
C 4.71 -1.70 0.85
C 1.37 0.97 -4.72
C -0.84 3.28 1.07
C 0.08 -4.20 -0.90
C -1.15 -3.27 -2.76
C 2.20 -2.23 3.60
C 3.54 -3.94 0.81
C -2.31 -2.91 1.46
C -0.61 -4.37 -2.10
C -1.48 -2.33 2.61
C -2.36 -1.31 3.38
C -1.66 5.51 0.59
C -1.06 2.21 -2.90
C -2.90 5.16 1.09
H 4.80 -3.24 -1.43
H 2.88 0.60 -1.61
H -1.04 -0.85 -4.08
H -3.71 5.88 1.05
H 1.15 -1.62 -3.98
H -2.67 -2.13 0.78
H -0.29 -0.08 4.72
H -0.68 -5.37 -2.52
H -2.06 2.49 -0.96
H 2.66 0.39 4.08
H 1.36 1.08 3.07
H -1.71 -3.36 -3.68
H 4.51 -4.43 0.65
H 0.53 -5.02 -0.34
H -3.04 1.60 -2.17
H 0.80 3.33 -3.30
H -1.16 -3.29 4.58
H 5.35 -2.34 1.47
H 4.34 -0.88 1.47
H -1.69 -4.37 3.30
H -2.79 3.35 -2.32
H 0.55 0.47 -5.27
H -2.29 -0.45 -2.88
H -3.42 -1.59 3.27
H -2.16 1.98 2.13
H 1.17 -3.49 1.43
H -1.94 1.14 -4.62
H 3.92 -1.74 -1.78
H 2.89 -2.01 4.43
H -3.20 -3.39 1.91
H -2.13 -1.28 4.45
H 0.22 3.43 -1.62
H -0.02 -3.85 3.31
H -1.76 -3.67 0.90
H -2.26 -0.29 2.97
H 2.85 -1.13 -3.77
H -2.34 2.86 -4.51
H 2.31 0.71 -5.24
H 2.64 0.13 2.31
H 0.26 4.83 0.24
H 2.78 -4.56 0.32
H 1.72 -3.20 3.82
H 3.37 -3.94 1.90
H -0.74 2.38 -5.09
H 1.84 -1.48 -2.34
H 2.81 -2.33 2.69
H -1.42 6.48 0.16
H 1.25 2.05 -4.78
H 1.18 -0.61 5.55
H 3.41 1.40 -3.13
H -4.04 3.65 2.14
H -0.62 4.33 -2.91
H 5.34 -1.27 0.06
H -0.05 -1.80 5.12
H 2.19 2.16 -2.06
H 3.06 -3.31 -1.75
*
```

Properties
Frontier orbital gap (spin up / spin down) ... 6.87 / 7.05 eV
⟨S²⟩ ... 3.86
Molecular weight ... 671.795 g/mol